## a
Computed, not measured: a single CH2N4O molecule, with ωB97M-V/def2-TZVPD.

As for the SMILES: [H]/N=c1/nno[nH]1. The calculation puts the HOMO energy at -10.55 eV. As for the gap between HOMO and LUMO: 9.6 eV.

Last column: Mulliken charge in e.
CARTESIAN COORDINATES (ANGSTROEM)
O1 -1.39639 -0.69360 -0.13752  -0.103
N1 2.09785 0.14075 -0.07050  -0.550
N2 -0.14987 1.25205 0.14692  -0.152
N3 -1.33329 0.75587 -0.02448  0.030
N4 -0.03664 -1.12900 0.05844  -0.280
C1 0.76891 0.11137 -0.09196  0.472
H1 0.21817 -1.40982 1.03724  0.298
H2 2.29318 -0.84728 -0.15801  0.285



## b
Computed, not measured: a single CH2N4O molecule, with ωB97M-V/def2-TZVPD.

As for the SMILES: On1cnnn1. The calculation puts the HOMO energy at -10.47 eV. As for the gap between HOMO and LUMO: 10.4 eV.

Last column: Mulliken charge in e.
CARTESIAN COORDINATES (ANGSTROEM)
O1 -0.79497 1.48709 -0.50137  -0.467
N1 -0.00903 0.43480 0.07248  0.433
N2 0.84715 -1.34941 0.21806  -0.299
N3 0.93298 -0.78706 1.39587  -0.195
N4 0.27760 0.32471 1.39215  -0.251
C1 0.25891 -0.63497 -0.63625  0.060
H1 0.34182 -0.76011 -1.76986  0.327
H2 -1.85445 1.28496 -0.17108  0.391



Relative to the most stable structure, the computed energies are a 5.6; b 0.0, all in kcal/mol.



## a
Computed, not measured: a single CH2N4O molecule, with ωB97M-V/def2-TZVPD.

As for the SMILES: On1cnnn1. The calculation puts the HOMO energy at -10.73 eV. As for the gap between HOMO and LUMO: 11.2 eV.

Last column: Mulliken charge in e.
CARTESIAN COORDINATES (ANGSTROEM)
O1 1.65727 -0.34476 0.35646  -0.437
N1 -1.36191 0.29788 -1.30267  -0.218
N2 -1.69795 0.17377 0.03502  -0.282
N3 0.00895 0.11964 -1.33978  -0.294
N4 0.32132 -0.19487 -0.09312  0.558
C1 -0.71775 -0.16923 0.75249  0.016
H1 2.23150 -0.00312 -0.35029  0.387
H2 -0.44143 0.12069 1.94188  0.269



## b
Computed, not measured: a single CH2N4O molecule, with ωB97M-V/def2-TZVPD.

As for the SMILES: [H]/N=c1\nn[nH]o1. The calculation puts the HOMO energy at -9.56 eV. As for the gap between HOMO and LUMO: 9.9 eV.

Last column: Mulliken charge in e.
CARTESIAN COORDINATES (ANGSTROEM)
O1 0.19574 -0.14842 0.89221  -0.195
N1 -0.87027 1.23641 -0.41952  -0.150
N2 -0.56254 0.22286 -1.10980  -0.236
N3 -0.62220 1.01978 0.81941  0.228
N4 1.08118 -1.53960 -0.27754  -0.597
C1 0.42201 -0.50990 -0.23939  0.500
H1 -0.91775 1.59956 1.50108  0.204
H2 1.27384 -1.88070 -1.16646  0.246



## c
Computed, not measured: 2 unconnected molecules or ions with the total composition CH2N4O, with ωB97M-V/def2-TZVPD.

The calculation puts the HOMO energy at -10.03 eV. As for the gap between HOMO and LUMO: 9.2 eV.

Last column: Mulliken charge in e.
CARTESIAN COORDINATES (ANGSTROEM)
O1 0.95310 0.63201 0.05499  -0.160
N1 -0.77491 -0.45878 -0.54394  -0.196
N2 0.76286 -1.57655 1.03486  -0.609
N3 -1.08980 0.86212 -0.66268  -0.190
N4 -0.05180 1.49078 -0.36440  0.034
C1 0.29365 -0.57491 0.34457  0.462
H1 -1.80963 -1.16942 0.22464  0.387
H2 0.49851 -2.66014 1.02107  0.273



## d
Computed, not measured: a single CH2N4O molecule, with ωB97M-V/def2-TZVPD.

As for the SMILES: O=c1nn[nH][nH]1. The calculation puts the HOMO energy at -9.61 eV. As for the gap between HOMO and LUMO: 9.3 eV.

Last column: Mulliken charge in e.
CARTESIAN COORDINATES (ANGSTROEM)
O1 -2.30424 -0.31167 -0.06836  -0.541
N1 -0.19977 -1.52301 -0.10056  -0.200
N2 1.02752 -1.11629 -0.03846  -0.210
N3 1.02580 0.19329 -0.23196  0.020
N4 -0.18494 0.71606 -0.21077  -0.220
C1 -1.08962 -0.38406 -0.14688  0.463
H1 1.92128 0.69164 0.33106  0.323
H2 -0.19604 1.73404 0.46591  0.366



Relative to the most stable structure, the computed energies are a 22.0; b 38.2; c 50.0; d 0.0, all in kcal/mol.



## a
Computed, not measured: a single CH2N4O molecule, with ωB97M-V/def2-TZVPD.

The calculation puts the HOMO energy at -8.86 eV. As for the gap between HOMO and LUMO: 8.2 eV.

Last column: Mulliken charge in e.
CARTESIAN COORDINATES (ANGSTROEM)
O1 -1.87117 -0.10278 -0.48279  0.017
N1 -0.35908 0.11594 0.85626  0.189
N2 1.54796 0.00667 -0.12072  -0.732
N3 -0.71157 -0.20120 -1.27271  -0.353
N4 -1.62483 0.08811 0.79027  -0.217
C1 0.28069 -0.05255 -0.36936  0.429
H1 0.51362 0.22027 1.45066  0.464
H2 2.22437 -0.07446 -0.85161  0.203



## b
Computed, not measured: a single CH2N4O molecule, with ωB97M-V/def2-TZVPD.

As for the SMILES: [H]/N=c1\[nH]nno1. The calculation puts the HOMO energy at -9.73 eV. As for the gap between HOMO and LUMO: 10.0 eV.

Last column: Mulliken charge in e.
CARTESIAN COORDINATES (ANGSTROEM)
O1 -0.51620 1.22728 0.49711  -0.153
N1 -0.29578 -0.81566 0.09828  -0.002
N2 -1.74483 0.66789 0.38982  0.021
N3 1.59616 0.74879 -0.11937  -0.617
N4 -1.61567 -0.49063 0.04531  -0.247
C1 0.37896 0.29185 0.08358  0.432
H1 2.24263 0.03483 -0.33584  0.203
H2 -0.04528 -1.66435 -0.65889  0.363



## c
Computed, not measured: a single CH2N4O molecule, with ωB97M-V/def2-TZVPD.

The calculation puts the HOMO energy at -10.49 eV. As for the gap between HOMO and LUMO: 9.5 eV.

Last column: Mulliken charge in e.
CARTESIAN COORDINATES (ANGSTROEM)
O1 -1.24467 0.13675 -1.66393  -0.449
N1 1.04996 -0.27477 1.14067  -0.193
N2 0.04240 -1.08175 -0.33693  -0.336
N3 0.76779 0.95440 1.02851  -0.033
N4 -0.03718 1.24583 0.07635  -0.317
C1 -0.39850 0.08663 -0.60775  0.708
H1 1.68277 -0.45756 1.94867  0.271
H2 -1.86257 -0.60952 -1.58558  0.349



Relative to the most stable structure, the computed energies are a 39.4; b 0.0; c 15.4, all in kcal/mol.



## a
Computed, not measured: a single C2H5BO2 molecule, with ωB97M-V/def2-TZVPD.

As for the SMILES: C=CB(O)O. The calculation puts the HOMO energy at -9.91 eV. As for the gap between HOMO and LUMO: 10.2 eV.

Last column: Mulliken charge in e.
CARTESIAN COORDINATES (ANGSTROEM)
O1 -0.76588 1.25674 -0.01684  -0.501
O2 -1.86239 -0.89246 -0.03704  -0.477
C1 0.63974 -0.69041 -0.00603  -0.211
C2 1.75420 0.02961 -0.15163  -0.663
B1 -0.76948 -0.10109 0.01238  0.541
H1 -2.58604 -0.39403 0.14454  0.244
H2 0.71554 -1.69005 0.33672  0.296
H3 1.70369 1.00939 -0.47488  0.236
H4 2.76146 -0.11993 0.01883  0.296
H5 -1.59085 1.59221 0.17396  0.238



## b
Computed, not measured: 2 unconnected molecules or ions with the total composition C2H5BO2, with ωB97M-V/def2-TZVPD.

As for the SMILES: O=BO.C=C. The calculation puts the HOMO energy at -9.98 eV. As for the gap between HOMO and LUMO: 10.0 eV.

Last column: Mulliken charge in e.
CARTESIAN COORDINATES (ANGSTROEM)
O1 2.95006 0.16880 0.43913  -0.430
O2 1.27260 1.99121 0.76102  -0.438
C1 -1.58406 0.13019 -0.10058  -0.387
C2 -1.24368 -0.97947 -0.70201  -0.521
B1 2.01560 1.05614 0.64349  0.525
H1 -0.81797 -0.98464 -1.70172  0.274
H2 -2.37618 0.14177 0.66735  0.200
H3 -1.61529 -1.91530 -0.26583  0.226
H4 -1.01060 1.07249 -0.20263  0.212
H5 2.40951 -0.68120 0.46177  0.340



Relative to the most stable structure, the computed energies are a 0.0; b 19.7, all in kcal/mol.



## a
Computed, not measured: a single C3H4Cl2 molecule, with ωB97M-V/def2-TZVPD.

As for the SMILES: Cl[C@@H]1C[C@H]1Cl. The calculation puts the HOMO energy at -10.02 eV. As for the gap between HOMO and LUMO: 11.1 eV.

Last column: Mulliken charge in e.
CARTESIAN COORDINATES (ANGSTROEM)
Cl1 0.02069 0.63815 2.07220  -0.202
Cl2 1.60942 -1.12973 -1.27994  -0.194
C1 0.42090 -0.69022 -0.13460  -0.153
C2 0.34205 0.50726 0.50583  -0.009
C3 -0.71274 0.21611 -0.51197  -0.575
H1 -1.66731 -0.04528 0.05464  0.199
H2 0.11515 -1.55178 0.43639  0.322
H3 0.93522 1.36324 0.32602  0.339
H4 -1.06338 0.69225 -1.46856  0.273



## b
Computed, not measured: 2 unconnected molecules or ions with the total composition C3H4Cl2, with ωB97M-V/def2-TZVPD.

The calculation puts the HOMO energy at -9.83 eV. As for the gap between HOMO and LUMO: 10.5 eV.

Last column: Mulliken charge in e.
CARTESIAN COORDINATES (ANGSTROEM)
Cl1 -1.95586 -0.29972 0.05906  -0.144
Cl2 0.42416 1.34458 -0.04733  -0.237
C1 -0.19821 -0.39840 -0.06163  0.281
C2 2.26666 -0.60734 0.12974  -0.783
C3 0.76980 -1.31593 -0.21895  -0.173
H1 2.61747 -1.19500 1.12076  0.245
H2 3.40538 -0.56423 -0.76591  0.234
H3 0.72473 -2.56459 -0.23378  0.283
H4 2.26181 0.49116 0.58472  0.294



Relative to the most stable structure, the computed energies are a 0.0; b 50.3, all in kcal/mol.



## a
Computed, not measured: a single C4H6FN molecule, with ωB97M-V/def2-TZVPD.

As for the SMILES: CC(C)(F)C#N. The calculation puts the HOMO energy at -11.80 eV. As for the gap between HOMO and LUMO: 12.6 eV.

Last column: Mulliken charge in e.
CARTESIAN COORDINATES (ANGSTROEM)
F1 1.19199 0.21238 1.32166  -0.322
N1 1.61653 1.45271 -1.69438  -0.445
C1 -0.95238 0.76971 0.58752  -1.290
C2 0.32227 0.16253 0.18939  1.360
C3 0.14411 -1.36040 -0.29069  -1.381
C4 1.00380 0.85223 -0.88510  -0.009
H1 1.18123 -1.78995 -0.37300  0.359
H2 -0.55226 -1.92044 0.28888  0.382
H3 -0.99910 0.81797 1.76858  0.307
H4 -0.22648 -1.36811 -1.35479  0.355
H5 -1.81266 0.30429 0.08603  0.341
H6 -0.91705 1.86708 0.35589  0.344



## b
Computed, not measured: a single C4H6FN molecule, with ωB97M-V/def2-TZVPD.

As for the SMILES: F/C=C\[C@@H]1CN1. The calculation puts the HOMO energy at -9.24 eV. As for the gap between HOMO and LUMO: 10.3 eV.

Last column: Mulliken charge in e.
CARTESIAN COORDINATES (ANGSTROEM)
F1 2.08005 -0.32893 1.15340  -0.264
N1 -1.64294 0.74577 -1.11582  -0.539
C1 -0.41546 0.64426 -0.20690  0.018
C2 1.38397 -1.03497 0.16231  -0.094
C3 -1.86796 0.43657 0.28587  -0.378
C4 0.40426 -0.52562 -0.53097  -0.491
H1 0.01559 -1.14740 -1.32103  0.349
H2 -1.60383 1.73449 -1.25545  0.249
H3 -2.26910 1.13468 0.96809  0.274
H4 1.69207 -2.11325 0.20413  0.289
H5 0.12369 1.56072 0.18419  0.345
H6 -2.20722 -0.55067 0.38834  0.243



Relative to the most stable structure, the computed energies are a 0.0; b 36.5, all in kcal/mol.